1.
{"formula": "C4H7ClN2", "method": "ωB97M-V/def2-TZVPD", "charge": 0, "de_lowest_kcal_mol": 108.0, "e_tot_ev": -19760.0499, "lumo_ev": [-0.4, 0.2], "molar_mass_g_mol": 118.57, "elements": ["C", "C", "C", "C", "N", "N", "Cl", "H", "H", "H", "H", "H", "H", "H"], "positions_angstrom": [[0.467637, -0.938924, -1.215006], [1.684358, 0.547736, 0.525121], [-1.589402, -1.177000, 0.786512], [0.647879, 0.290170, -0.543753], [0.204850, -1.623893, -2.116367], [-0.234035, 1.253274, -0.909831], [-2.705330, 0.159324, 0.463243], [1.667165, -0.009583, 1.527098], [1.631844, 1.558161, 0.680198], [2.625318, 0.339180, 0.057261], [-1.232481, -1.239639, 1.796485], [-1.714223, -2.183381, 0.404827], [-0.261488, 2.189416, -0.436524], [-1.192091, 0.835159, -1.019264]], "forces_ev_per_a": [[-0.045, 0.861, -1.049], [-0.246, -2.613, -0.227], [-0.257, 0.358, 0.441], [0.072, -1.098, 1.959], [0.170, -0.655, 0.439], [-1.844, 1.023, -0.006], [0.581, -1.569, 0.324], [-0.469, 0.606, -1.566], [0.126, 2.611, 0.861], [0.887, -0.147, 0.045], [0.110, 0.698, 0.417], [-0.548, 0.466, -0.910], [0.276, -1.686, -0.430], [1.187, 1.145, -0.298]], "nbo_charge": [0.18, -0.64, -0.39, 0.12, -0.32, -0.77, -0.03, 0.23, 0.21, 0.23, 0.17, 0.20, 0.39, 0.41]}

2.
{"formula": "C4H7ClN2", "method": "ωB97M-V/def2-TZVPD", "multiplicity": 3, "charge": 0, "de_lowest_kcal_mol": 8.0, "e_tot_ev": -19759.3474, "lumo_ev": [0.8, -1.7], "molar_mass_g_mol": 118.57, "elements": ["C", "C", "C", "C", "N", "N", "Cl", "H", "H", "H", "H", "H", "H", "H"], "positions_angstrom": [[0.842202, -0.888271, -0.559572], [-0.091593, 1.333822, -0.682130], [-0.458504, -0.266586, -0.062313], [-0.581145, -0.354261, 1.458697], [1.309934, -0.057261, -1.642606], [0.779646, 1.042994, -1.791543], [-1.914252, -0.932644, -0.931668], [1.694950, -0.704689, 0.176378], [0.724987, -1.958971, -0.945772], [-0.999487, 1.817453, -0.984853], [0.404504, 1.917990, 0.097857], [0.324209, 0.101027, 1.916444], [-0.741726, -1.322911, 2.006518], [-1.293727, 0.272308, 1.944561]], "forces_ev_per_a": [[1.238, -1.713, -0.207], [-0.799, -1.672, 1.398], [0.574, 2.054, -0.379], [0.949, 0.031, 1.255], [0.777, -0.630, -0.776], [-1.147, 0.708, -0.235], [0.749, 0.364, 0.438], [-1.398, -1.099, -0.184], [0.370, 1.332, 1.048], [-0.376, 0.272, -0.220], [0.007, -0.144, 0.184], [-0.008, -0.561, -0.540], [0.327, 0.394, -1.339], [-1.265, 0.665, -0.442]], "lowdin_spin": [0.14, 0.13, 0.04, 0.01, 0.87, 0.76, 0.00, 0.02, 0.01, 0.00, 0.02, 0.00, 0.00, 0.00]}

3.
{"formula": "C4H7ClN2O", "method": "ωB97M-V/def2-TZVPD", "charge": 0, "de_lowest_kcal_mol": 18.3, "e_tot_ev": -21810.8458, "lumo_ev": 0.8, "molar_mass_g_mol": 134.57, "smiles": "O=CN1C[C@@H](Cl)CN1", "elements": ["O", "C", "N", "C", "C", "Cl", "C", "N", "H", "H", "H", "H", "H", "H", "H"], "positions_angstrom": [[1.835008, 1.676352, -1.314405], [0.631511, 1.499890, -1.217111], [0.072716, 0.271978, -1.008882], [-1.188036, 0.073511, -0.342177], [-0.785000, -0.530817, 1.023242], [-1.709071, -2.017954, 1.388512], [0.728041, -0.775135, 0.869161], [0.895487, -0.795607, -0.588314], [-0.119436, 2.322195, -1.336264], [-1.739670, 1.027918, -0.241581], [-1.793115, -0.665458, -0.895004], [-0.989779, 0.129346, 1.862192], [1.034799, -1.740487, 1.294963], [1.263496, 0.025541, 1.375855], [1.863049, -0.501272, -0.870187]], "forces_ev_per_a": [[-0.637, -0.064, -0.004], [0.366, 0.309, 0.016], [-0.208, 0.491, -0.169], [-0.802, 0.072, -0.010], [0.190, 0.065, 0.235], [0.023, -0.032, -0.085], [-0.377, -0.845, 0.255], [1.632, 0.462, -0.426], [0.333, -0.506, 0.032], [0.270, -0.538, -0.123], [0.183, 0.401, 0.220], [-0.004, 0.054, -0.114], [-0.110, 0.348, -0.105], [0.191, 0.246, -0.096], [-1.050, -0.462, 0.374]], "nbo_charge": [-0.61, 0.51, -0.29, -0.24, -0.21, -0.06, -0.26, -0.45, 0.13, 0.22, 0.23, 0.22, 0.23, 0.19, 0.40]}

4.
{"formula": "C4H7ClN2S", "method": "ωB97M-V/def2-TZVPD", "charge": 0, "de_lowest_kcal_mol": 58.6, "e_tot_ev": -30596.7451, "lumo_ev": 0.0, "molar_mass_g_mol": 150.63, "smiles": "CNN(C=S)/C=C/Cl", "elements": ["C", "N", "N", "C", "S", "C", "C", "Cl", "H", "H", "H", "H", "H", "H", "H"], "positions_angstrom": [[1.851529, -2.388462, 0.569503], [1.572225, -1.539928, -0.552006], [0.916824, -0.407759, -0.170117], [1.624156, 0.788481, -0.280474], [1.151350, 2.349878, 0.136689], [-0.466086, -0.458465, -0.066061], [-1.439849, 0.403106, 0.195240], [-3.111979, -0.267934, -0.018514], [2.478144, -1.783445, 1.321305], [1.025025, -3.000490, 1.159096], [2.519024, -3.175702, 0.197773], [1.058322, -2.017438, -1.349572], [2.600249, 0.513872, -0.675119], [-0.819546, -1.423383, -0.435477], [-1.221022, 1.409258, 0.455327]], "forces_ev_per_a": [[0.916, -1.527, 2.162], [-0.558, -1.522, -1.423], [-0.352, 3.880, -0.099], [-0.759, 0.034, 0.623], [0.518, -2.134, -0.594], [-1.128, -1.609, -0.718], [-0.233, -0.979, -0.302], [1.384, 1.048, 0.327], [-1.125, -0.914, -1.011], [0.969, 1.719, -1.301], [-0.024, 0.118, 0.103], [0.858, 0.747, 1.424], [0.147, 0.458, 0.080], [0.133, -0.024, 0.402], [-0.746, 0.705, 0.329]], "nbo_charge": [-0.43, -0.44, -0.27, -0.05, -0.11, -0.07, -0.21, -0.05, 0.21, 0.19, 0.21, 0.36, 0.21, 0.20, 0.25]}

5.
{"formula": "C4H7ClNO", "method": "ωB97M-V/def2-TZVPD", "charge": 1, "de_lowest_kcal_mol": 0.0, "e_tot_ev": -20313.5764, "lumo_ev": -3.8, "molar_mass_g_mol": 120.56, "smiles": "O=C(Cl)[C@H]1CC[NH2+]1", "elements": ["O", "C", "Cl", "C", "C", "C", "N", "H", "H", "H", "H", "H", "H", "H"], "positions_angstrom": [[1.688868, -1.485543, -0.520716], [1.676412, -0.393443, -0.022353], [3.056328, 0.631649, 0.001920], [0.509854, 0.197119, 0.611091], [-0.300775, 1.129346, -0.325568], [-1.159701, -0.127277, -0.649911], [-0.633401, -0.801991, 0.571519], [0.831036, 0.496668, 1.650156], [0.141238, 1.674618, -1.170175], [-1.009282, 1.860518, 0.201344], [-2.270092, 0.063621, -0.574458], [-0.772671, -0.661779, -1.568863], [-1.212173, -0.791948, 1.414899], [-0.545643, -1.791559, 0.381117]], "forces_ev_per_a": [[-0.211, 0.713, 0.384], [1.625, -1.778, -1.419], [0.106, 0.242, 0.014], [-0.386, 0.784, 1.751], [-1.974, 0.887, 0.371], [-1.068, 1.183, -1.083], [-0.652, -0.497, 0.430], [-0.778, -0.070, -0.998], [0.315, -0.480, 0.478], [1.477, -0.910, -0.332], [1.283, -0.608, -0.599], [-0.879, 0.383, 1.178], [-0.187, 0.637, -0.205], [1.331, -0.486, 0.029]], "nbo_charge": [-0.48, 0.48, 0.07, -0.15, -0.41, -0.22, -0.52, 0.29, 0.27, 0.25, 0.25, 0.26, 0.45, 0.46]}

6.
{"formula": "C4H7ClO", "method": "ωB97M-V/def2-TZVPD", "charge": 0, "de_lowest_kcal_mol": 122.5, "e_tot_ev": -18826.2155, "lumo_ev": 0.5, "molar_mass_g_mol": 106.55, "elements": ["C", "C", "C", "C", "O", "Cl", "H", "H", "H", "H", "H", "H", "H"], "positions_angstrom": [[-1.653854, 0.580192, -0.656936], [-0.802703, -0.061946, 0.352674], [1.410535, -1.032777, 0.778939], [0.344064, -0.527520, -0.107170], [0.925322, 1.703765, -0.809395], [-0.525543, 2.169677, -1.295020], [-2.638953, 1.100876, -0.370789], [-1.718561, -0.033155, -1.451220], [-0.777160, 0.363318, 1.403665], [1.069872, -1.200961, 1.914384], [1.696431, -2.014798, 0.580880], [2.297990, -0.481309, 0.863180], [0.372560, -0.565362, -1.203192]], "forces_ev_per_a": [[-0.845, 2.140, 3.821], [-1.358, 2.833, 1.434], [-1.547, -0.448, 3.339], [0.416, -0.525, -0.702], [-0.718, 0.605, -0.500], [0.704, -0.889, 0.574], [1.709, -0.932, -0.367], [-0.405, -1.523, -3.163], [-0.525, -0.982, -1.123], [0.209, 0.905, -2.375], [0.535, -1.748, -1.044], [1.141, 1.174, -0.340], [0.685, -0.610, 0.447]], "nbo_charge": [-0.33, -0.32, -0.65, -0.02, -0.78, 0.58, 0.23, 0.20, 0.21, 0.21, 0.22, 0.24, 0.21]}

7.
{"formula": "C4H7ClO", "method": "ωB97M-V/def2-TZVPD", "charge": 0, "de_lowest_kcal_mol": 23.1, "e_tot_ev": -18830.5260, "lumo_ev": 0.7, "molar_mass_g_mol": 106.55, "smiles": "CCC(=O)CCl", "elements": ["C", "C", "C", "O", "C", "Cl", "H", "H", "H", "H", "H", "H", "H"], "positions_angstrom": [[-1.725518, 0.637178, -0.335135], [-0.599913, 0.201450, 0.517328], [0.413344, -0.573957, -0.392711], [0.155012, -0.858586, -1.534824], [1.833951, -0.682747, 0.158423], [2.753378, 0.803926, -0.022452], [-1.538146, 0.825163, -1.474104], [-2.087783, 1.585558, 0.051591], [-2.607763, -0.044873, -0.263837], [0.067065, 1.069722, 1.013411], [-0.993444, -0.377439, 1.348321], [2.022875, -1.010313, 1.215250], [2.306946, -1.575081, -0.281267]], "forces_ev_per_a": [[-2.106, 1.256, -1.962], [2.858, 0.570, -0.090], [-0.431, 1.257, 1.002], [0.405, -0.361, 0.634], [0.878, -2.503, 1.155], [0.079, 0.200, -0.392], [0.080, -0.571, 2.257], [-0.254, 0.217, -0.010], [0.812, 0.312, -0.189], [-1.628, -1.707, -1.192], [0.391, -0.330, 0.139], [-1.258, 0.837, -0.442], [0.175, 0.823, -0.909]], "nbo_charge": [-0.63, -0.52, 0.59, -0.51, -0.52, -0.01, 0.24, 0.21, 0.21, 0.23, 0.24, 0.23, 0.24]}

8.
{"formula": "C4H7ClO3", "method": "ωB97M-V/def2-TZVPD", "charge": 0, "de_lowest_kcal_mol": 14.7, "e_tot_ev": -22926.0217, "lumo_ev": 0.8, "molar_mass_g_mol": 138.55, "smiles": "CO[C@@H](CCl)OC=O", "elements": ["C", "O", "C", "C", "Cl", "O", "C", "O", "H", "H", "H", "H", "H", "H", "H"], "positions_angstrom": [[-1.045949, 1.629051, 0.208726], [-0.741973, 0.686223, -0.802781], [0.241927, -0.234608, -0.506913], [1.584720, 0.413776, -0.164686], [2.879967, -0.808146, -0.119943], [-0.125331, -1.041339, 0.614409], [-0.817756, -2.175232, 0.353317], [-1.123661, -2.578493, -0.735995], [-0.274950, 2.385744, 0.298860], [-1.232463, 1.119191, 1.164849], [-1.978663, 2.120385, -0.093610], [0.330043, -0.894428, -1.384935], [1.538604, 0.903022, 0.821984], [1.804413, 1.145602, -0.924755], [-1.038927, -2.670751, 1.271479]], "forces_ev_per_a": [[-0.730, -0.129, 0.215], [-0.109, -0.010, -0.285], [0.483, -0.414, -0.374], [-0.499, -0.117, 0.606], [-0.098, 0.140, -0.027], [-0.204, -0.228, 0.163], [0.216, 0.420, -1.445], [0.162, 0.260, 0.595], [0.219, 0.141, 0.144], [0.186, 0.251, -0.137], [0.286, -0.136, 0.017], [-0.002, 0.372, 0.288], [0.089, -0.262, -0.419], [0.218, 0.166, -0.232], [-0.217, -0.453, 0.892]], "nbo_charge": [-0.27, -0.52, 0.34, -0.41, -0.05, -0.53, 0.66, -0.56, 0.17, 0.19, 0.20, 0.21, 0.22, 0.23, 0.13]}